[1]
This record from OMol25 describes a cluster of 16 separate species, C24H20Cl63N2OP2 in total at a distorted geometry. The level of theory is wB97M-V/def2-TZVPD.

E_tot: -837714.3135 eV
Net charge: +1
E_HOMO: -11.88 eV
Frontier orbital gap: 8.35 eV

Cartesian coordinates (Å):
1 C 1.16557 1.47172 2.42906
2 C -0.02854 0.62496 1.70551
3 N -0.92595 0.02408 2.60746
4 C -0.36554 0.42410 0.13707
5 P 0.83146 1.28526 -1.11785
6 C 0.15934 0.74304 -2.81673
7 C 0.47959 1.63629 -4.11238
8 C 0.81829 0.56376 -5.35133
9 Cl 1.86150 2.83256 -4.06504
10 C 2.54901 0.44867 -0.80912
11 Cl 3.89241 0.98453 -1.95960
12 C 2.44007 -1.21685 -0.90215
13 C 3.28439 -1.86456 -2.14890
14 Cl 3.23032 -1.93997 0.65565
15 P 0.75409 3.40840 -0.69716
16 N -0.14282 4.34788 -1.97281
17 O -0.23227 3.78245 0.73286
18 H 1.97644 1.92351 1.72295
19 H 1.59903 0.83313 3.32545
20 H 0.63376 2.40772 2.94028
21 H -0.61536 0.22002 3.59271
22 H -1.43078 0.88288 -0.10456
23 H -0.45640 -0.73233 -0.07871
24 H 0.48420 -0.39633 -2.95609
25 H -1.03103 0.69350 -2.70260
26 H -0.53151 2.17591 -4.44875
27 H 1.52418 -0.25169 -4.86245
28 H 1.45846 1.16151 -6.12832
29 H -0.15365 0.07346 -5.78341
30 H 2.96563 0.63913 0.29008
31 H 1.32962 -1.57517 -1.01198
32 H 3.05415 -3.03147 -2.12034
33 H 2.91256 -1.52309 -3.22517
34 H 4.46268 -1.79150 -2.03187
35 H -1.17786 4.14371 -1.85036
36 H 0.04137 5.35433 -1.70160
37 H -1.17819 3.59902 0.42463
38 C 5.86920 -0.21931 -5.29383
39 Cl 6.06054 1.27312 -4.33960
40 Cl 4.15741 -0.71334 -5.28691
41 Cl 6.39530 0.07611 -6.97034
42 Cl 6.86365 -1.51313 -4.57860
43 C 1.06924 -3.63358 -4.86528
44 Cl 0.41254 -2.75407 -3.46180
45 Cl 2.84962 -3.58879 -4.81429
46 Cl 0.51612 -5.32664 -4.81712
47 Cl 0.49859 -2.86490 -6.36793
48 C 0.76923 1.05150 6.54746
49 Cl 1.59525 2.47936 5.87408
50 Cl 1.65571 -0.42212 6.08168
51 Cl 0.71857 1.17753 8.32405
52 Cl -0.89265 0.97127 5.91015
53 C 6.16920 -0.00427 3.24169
54 Cl 4.65465 -0.08728 4.17645
55 Cl 5.85964 0.79326 1.67885
56 Cl 7.38063 0.92971 4.15540
57 Cl 6.78199 -1.65273 2.95617
58 C -4.33079 -1.35165 6.51541
59 Cl -5.55911 -0.88941 7.72044
60 Cl -4.91064 -2.75602 5.58488
61 Cl -4.04019 0.01469 5.40934
62 Cl -2.81317 -1.77575 7.34692
63 C -1.55912 -6.31703 -1.32421
64 Cl -0.82386 -4.84342 -2.00421
65 Cl -3.29596 -6.03809 -1.04148
66 Cl -1.35302 -7.66642 -2.46938
67 Cl -0.76357 -6.72031 0.21817
68 C 9.24090 1.81428 -0.58992
69 Cl 10.06692 3.24214 -1.26330
70 Cl 10.12738 0.34066 -1.05570
71 Cl 9.19024 1.94031 1.18667
72 Cl 7.57902 1.73405 -1.22723
73 C -7.55913 -5.80238 6.02680
74 Cl -7.36779 -4.30995 6.98103
75 Cl -9.27092 -6.29641 6.03372
76 Cl -7.03303 -5.50695 4.35029
77 Cl -6.56468 -7.09620 6.74203
78 C -5.87090 -2.38040 -1.47205
79 Cl -6.52760 -1.50090 -0.06857
80 Cl -4.09052 -2.33562 -1.42106
81 Cl -6.42402 -4.07347 -1.42388
82 Cl -6.44155 -1.61173 -2.97470
83 C -0.17094 8.73055 -1.44276
84 Cl 0.02040 10.22298 -0.48852
85 Cl -1.88273 8.23652 -1.43584
86 Cl 0.35516 9.02598 -3.11927
87 Cl 0.82351 7.43673 -0.72752
88 C -7.07092 1.51679 2.72273
89 Cl -5.32607 1.78264 2.47908
90 Cl -7.99215 2.58503 1.63436
91 Cl -7.46863 -0.18252 2.36369
92 Cl -7.49684 1.88187 4.41381
93 C -1.67092 11.02222 -6.00662
94 Cl 0.07393 11.28807 -6.25027
95 Cl -2.59215 12.09046 -7.09499
96 Cl -2.06863 9.32291 -6.36566
97 Cl -2.09684 11.38730 -4.31554
98 C 2.52910 6.28712 -5.92310
99 Cl 2.42034 4.85897 -6.98285
100 Cl 4.21578 6.50586 -5.39241
101 Cl 1.99583 7.73269 -6.81791
102 Cl 1.48437 6.05107 -4.49927
103 C -7.67090 -8.85107 10.47984
104 Cl -8.32760 -7.97157 11.88332
105 Cl -5.89052 -8.80629 10.53082
106 Cl -8.22402 -10.54414 10.52800
107 Cl -8.24155 -8.08240 8.97719
108 C 3.12909 -8.33521 0.26298
109 Cl 1.63328 -8.37905 -0.70405
110 Cl 4.47969 -7.77867 -0.75705
111 Cl 2.91835 -7.21503 1.63247
112 Cl 3.48500 -9.96807 0.88070

Here are the Mulliken charges for atoms 1 to 5, given in e: atom 1 (C): -0.10, atom 2 (C): 0.21, atom 3 (N): -0.62, atom 4 (C): -0.57, atom 5 (P): -0.06

***

[2]
This record from OMol25 describes an isolated molecule of C16H18N6O4. The level of theory is wB97M-V/def2-TZVPD.

E_tot: -34013.7748 eV
ΔE to the lowest compared entry with this formula, charge and spin: 0.1 kcal/mol
E_HOMO: -9.67 eV
Structure (SMILES): Cc1nc(CN(C)C(=O)c2coc([C@H](C)NC(=O)[C@@H]3C[C@H]3C#N)n2)no1
Frontier orbital gap: 10.18 eV

Cartesian coordinates (Å):
1 C 5.53621 0.41534 -2.67334
2 C 4.32216 1.25797 -2.56947
3 N 3.42190 1.26677 -1.64150
4 C 2.55860 2.24251 -2.08522
5 C 1.33181 2.63565 -1.32434
6 N 1.66536 3.09071 0.01572
7 C 2.32526 4.38663 0.09040
8 C 1.87100 2.25145 1.07285
9 O 2.50852 2.59884 2.05384
10 C 1.28544 0.88187 1.07504
11 C 1.69165 -0.08139 1.92669
12 O 0.94475 -1.19251 1.69621
13 C 0.10024 -0.84014 0.70182
14 C -0.91773 -1.83576 0.25036
15 C -1.14589 -1.76837 -1.25420
16 N -2.14950 -1.60428 0.99824
17 C -3.00218 -2.62361 1.26907
18 O -2.76302 -3.78187 0.97637
19 C -4.28218 -2.22540 1.93326
20 C -5.03846 -3.29294 2.65942
21 C -5.52604 -2.84677 1.31435
22 C -6.70963 -2.03086 1.22642
23 N -7.64530 -1.36740 1.16716
24 N 0.25299 0.37073 0.29436
25 N 2.90342 2.80015 -3.20231
26 O 4.08574 2.14091 -3.54142
27 H 5.58756 -0.24205 -1.81085
28 H 5.50580 -0.17927 -3.58580
29 H 6.42682 1.04195 -2.70816
30 H 0.83173 3.44343 -1.85739
31 H 0.65351 1.79043 -1.26899
32 H 2.24401 4.77534 1.10045
33 H 3.38652 4.31523 -0.16411
34 H 1.83837 5.06498 -0.60842
35 H 2.44472 -0.12633 2.69060
36 H -0.57419 -2.83086 0.53086
37 H -0.22353 -1.98938 -1.79146
38 H -1.90022 -2.50168 -1.53533
39 H -1.48228 -0.77295 -1.54319
40 H -2.44798 -0.65342 1.14274
41 H -4.37638 -1.20630 2.28281
42 H -4.57119 -4.26621 2.69044
43 H -5.61346 -2.99466 3.52308
44 H -5.35491 -3.51649 0.48295

Here are the natural (NBO) charges for atoms 1 to 5, given in e: atom 1 (C): -0.67, atom 2 (C): 0.55, atom 3 (N): -0.51, atom 4 (C): 0.30, atom 5 (C): -0.27

***

[3]
This record from OMol25 describes the ion C3H9N2 with charge +1 at a distorted geometry. The level of theory is wB97M-V/def2-TZVPD.

E_tot: -6229.0034 eV
ΔE to the lowest compared entry with this formula, charge and spin: 47.2 kcal/mol
Net charge: +1
E_HOMO: -14.49 eV
Structure (SMILES): C=[N+](C)CN
Frontier orbital gap: 9.62 eV

Cartesian coordinates (Å):
1 C 0.77644 0.09710 0.80969
2 N 0.25266 -0.05956 2.08595
3 H 1.64653 -0.61653 0.70542
4 H 1.20546 1.11328 0.45267
5 H -0.36473 0.69951 2.38710
6 H 0.28214 -0.94427 2.58564
7 C -0.18773 0.93641 -1.39334
8 C -0.81680 -1.27792 -0.72252
9 N -0.23849 -0.19418 -0.35738
10 H -0.43309 0.56373 -2.33489
11 H 0.80369 1.43922 -1.34075
12 H -0.87184 1.80253 -1.19847
13 H -0.56907 -2.13087 -0.10014
14 H -1.48517 -1.42844 -1.57898

Here are the natural (NBO) charges for atoms 1 to 5, given in e: atom 1 (C): -0.05, atom 2 (N): -0.83, atom 3 (H): 0.24, atom 4 (H): 0.22, atom 5 (H): 0.40

***

[4]
This record from OMol25 describes a structure of composition C20H35N5SSiTa at a distorted geometry. The level of theory is wB97M-V/def2-TZVPD.

E_tot: -48997.3609 eV
Net charge: +3
E_HOMO (spin up / spin down): -17.66 / -17.66 eV
Frontier orbital gap (spin up / spin down): 5.84 / 5.84 eV

Cartesian coordinates (Å):
1 Ta 0.25245 -0.02259 0.37562
2 C -1.35649 -2.92222 -0.41874
3 N -0.47412 -1.95746 -1.12575
4 C -1.21205 -1.43110 -2.30117
5 C 0.76196 -2.65514 -1.49865
6 C 1.82918 -1.73067 -1.97968
7 N 2.25951 -0.75929 -0.95418
8 C 3.15437 -1.42495 0.03576
9 C 3.01345 0.33551 -1.61962
10 H -1.55141 -3.78235 -1.06433
11 H -2.31505 -2.46731 -0.18180
12 H -0.89998 -3.28440 0.49556
13 H -1.56154 -2.25700 -2.92585
14 H -0.58921 -0.77747 -2.90369
15 H -2.08557 -0.87299 -1.96876
16 H 0.56321 -3.37625 -2.29843
17 H 1.09782 -3.22510 -0.63106
18 H 1.50694 -1.18483 -2.86663
19 H 2.68260 -2.34492 -2.28327
20 H 4.04092 -1.81014 -0.47380
21 H 2.64987 -2.25572 0.52240
22 H 3.48481 -0.71065 0.79060
23 H 3.88810 -0.07762 -2.12743
24 H 3.36320 1.05834 -0.88617
25 H 2.39672 0.83706 -2.35999
26 C -1.17733 4.46486 -1.29177
27 Si -0.20245 2.91887 -1.05640
28 C 1.38576 3.15188 -0.09023
29 C 0.02255 2.04952 -2.69309
30 N -0.91103 1.48987 -0.02041
31 C -2.21831 1.58339 0.49386
32 C -2.78716 2.77907 0.95280
33 C -4.07889 2.78848 1.43772
34 C -4.82559 1.61102 1.50202
35 C -4.25751 0.40953 1.10148
36 C -2.97413 0.40127 0.58876
37 H -0.76103 4.95931 -2.17570
38 H -1.09378 5.17239 -0.46627
39 H -2.23541 4.29063 -1.49022
40 H 2.01202 3.90377 -0.57863
41 H 2.01668 2.25220 0.01042
42 H 1.17732 3.53163 0.91214
43 H 0.77424 2.58095 -3.28350
44 H -0.90208 2.07579 -3.27423
45 H 0.33134 1.00486 -2.60822
46 H -2.20242 3.68848 0.97135
47 H -4.51414 3.71794 1.77922
48 H -5.84373 1.64140 1.86546
49 H -4.82624 -0.50900 1.15456
50 H -2.57689 -0.51151 0.15052
51 C 0.03718 -0.13450 6.91143
52 C 0.15488 0.22070 5.47843
53 C 0.32863 1.53941 5.02301
54 C 0.42772 1.75340 3.67182
55 N 0.37213 0.73243 2.79484
56 C 0.19838 -0.47939 3.31914
57 S 0.10697 -1.73445 2.10471
58 N 0.09146 -0.77774 4.57640
59 H -0.76609 0.43396 7.38529
60 H 0.94986 0.14064 7.44686
61 H -0.14086 -1.19865 7.02875
62 H 0.38411 2.36597 5.71721
63 H 0.55662 2.74753 3.26416

Here are the natural (NBO) charges for atoms 1 to 5, given in e: atom 1 (Ta): 2.11, atom 2 (C): -0.43, atom 3 (N): -0.47, atom 4 (C): -0.44, atom 5 (C): -0.26

***

[5]
This record from OMol25 describes a cluster of 2 separate species, C16H15NO in total at a distorted geometry. The level of theory is wB97M-V/def2-TZVPD.

E_tot: -20370.3838 eV
ΔE to the lowest compared entry with this formula, charge and spin: 62.7 kcal/mol
E_HOMO: -6.73 eV
Frontier orbital gap: 5.18 eV

Cartesian coordinates (Å):
1 C -1.41615 -1.64462 1.07050
2 C -2.88547 -1.16484 1.34825
3 C -2.74272 0.32111 1.47523
4 C -1.42534 0.70989 1.35762
5 C -0.59316 -0.39579 1.03529
6 C 0.83569 -0.45419 1.14517
7 C 1.59395 0.73787 1.21825
8 C 2.97515 0.69551 1.38147
9 C 3.64050 -0.53196 1.51020
10 C 2.90543 -1.72392 1.47405
11 C 1.52566 -1.69191 1.29651
12 H -1.06562 -2.25163 1.91729
13 H -1.35348 -2.26177 0.16583
14 H -3.53903 -1.47039 0.52140
15 H -3.27429 -1.62119 2.27007
16 H -3.58240 0.98845 1.64863
17 H -1.05587 1.72980 1.44950
18 H 1.07267 1.69586 1.16546
19 H 3.53377 1.63120 1.40953
20 H 4.72442 -0.56452 1.63849
21 H 3.40241 -2.68901 1.57716
22 H 0.95294 -2.62264 1.30287
23 N -0.50164 0.72924 -1.14323
24 C 0.07057 -0.15339 -2.05012
25 O 0.44499 -1.29297 -1.69324
26 C 0.21558 0.29814 -3.43267
27 C -0.28786 1.51420 -3.81482
28 C -0.91430 2.34250 -2.86280
29 C -0.97574 1.88035 -1.53748
30 H 0.71615 -0.41217 -4.08764
31 H -0.20431 1.83120 -4.85791
32 H -1.34402 3.31604 -3.10602
33 H -1.44846 2.52552 -0.79284

Here are the natural (NBO) charges for atoms 1 to 5, given in e: atom 1 (C): -0.51, atom 2 (C): -0.46, atom 3 (C): -0.04, atom 4 (C): -0.28, atom 5 (C): 0.38